ORCA calculation (ωB97M-V with the def2-TZVPD basis set) on 2 unconnected molecules or ions with the total composition C7H16FN4O8P2 at a distorted geometry.

Last columns: bonded neighbours and bond lengths (Å).
Geometry (Å):
1 P -0.543 -3.288 -2.099  O4 1.602, O6 1.618, O7 1.442, N12 1.742
2 P 3.067 2.498 3.299  O5 1.651, O9 1.490, O10 1.679, O11 1.673
3 F 0.809 -0.619 -1.331  C20 1.273
4 O -1.221 -3.871 -3.428  P1 1.602, H30 0.975
5 O 3.037 2.454 1.649  P2 1.651, C22 1.427
6 O -0.956 -4.196 -0.825  P1 1.618, H36 0.971
7 O 0.893 -3.260 -2.228  P1 1.442
8 O -4.897 -3.405 -0.880  C21 1.196
9 O 3.679 3.752 3.822  P2 1.490
10 O 1.443 2.922 3.351  P2 1.679, C19 1.424
11 O 4.446 1.555 3.386  P2 1.673, C16 1.427
12 N -1.199 -1.692 -1.855  P1 1.742, N15 1.369, C20 1.347
13 N -3.472 0.894 -1.634  C18 1.341, H25 1.008, H33 1.007
14 N -1.173 0.462 -1.362  C18 1.355, C20 1.314
15 N -2.493 -1.264 -1.971  N12 1.369, C17 1.472, C18 1.353
16 C 4.913 0.763 2.295  O11 1.427, H23 1.089, H27 1.089, H34 1.089
17 C -3.722 -1.972 -2.365  N15 1.472, C21 1.551, H31 1.093, H32 1.102
18 C -2.431 0.049 -1.649  N13 1.341, N14 1.355, N15 1.353
19 C 1.120 4.258 2.978  O10 1.424, H26 1.091, H29 1.088, H38 1.090
20 C -0.451 -0.627 -1.507  F3 1.273, N12 1.347, N14 1.314
21 C -3.979 -3.321 -1.643  O8 1.196, C17 1.551, H24 1.109
22 C 2.017 1.694 1.002  O5 1.427, H28 1.091, H35 1.092, H37 1.092
23 H 5.741 0.157 2.660  C16 1.089
24 H -3.357 -4.214 -1.854  C21 1.109
25 H -4.316 0.614 -1.159  N13 1.008
26 H 0.058 4.275 2.731  C19 1.091
27 H 5.280 1.407 1.497  C16 1.089
28 H 2.470 1.108 0.201  C22 1.091
29 H 1.299 4.935 3.810  C19 1.088
30 H -1.360 -4.819 -3.254  O4 0.975
31 H -4.556 -1.321 -2.094  C17 1.093
32 H -3.760 -2.091 -3.460  C17 1.102
33 H -3.469 1.770 -2.131  N13 1.007
34 H 4.133 0.098 1.926  C16 1.089
35 H 1.512 1.017 1.694  C22 1.092
36 H -1.536 -3.673 -0.248  O6 0.971
37 H 1.282 2.375 0.571  C22 1.092
38 H 1.691 4.577 2.104  C19 1.090

Results
**Charge**: +1
**E_LUMO**: -4.284 eV
**Spin multiplicity**: 1
**Frontier orbital gap**: 7.3 eV
**Total energy**: -51146.65022 eV